Entry 1:
The following is a quantum chemistry calculation of C5H10O in the gas phase, from the Open Molecules 2025 dataset.

```
16
Properties=species:S:1:pos:R:3:forces:R:3
C 1.74236 0.52566 -0.08253 0.11 0.03 -0.02
C 0.41873 0.23284 0.64209 -0.02 0.10 -0.02
C 0.00266 1.34632 1.59603 -0.03 0.09 0.05
C -0.56204 0.08393 -0.49510 0.06 -0.49 0.38
C -1.64976 -1.64726 -1.58110 -0.20 -0.18 -0.30
O -1.04896 -1.12756 -0.39574 0.38 0.32 -0.12
H 2.00808 -0.29678 -0.75836 -0.02 0.14 0.13
H 2.56253 0.65508 0.63095 -0.12 -0.01 -0.03
H 1.65028 1.43156 -0.69124 0.03 -0.10 0.14
H 0.50600 -0.71465 1.19475 -0.01 0.14 -0.04
H 0.76676 1.48897 2.36766 -0.10 0.02 -0.11
H -0.93848 1.08888 2.09448 0.13 0.09 -0.05
H -0.13967 2.29038 1.06032 0.03 -0.10 0.06
H -1.42338 -0.96376 -2.40035 -0.16 -0.15 0.01
H -2.72513 -1.77798 -1.45353 0.08 0.06 0.10
H -1.16997 -2.61564 -1.72834 -0.17 0.04 -0.19
```
Positions in Å, forces in eV/Å.

- Orbital gap: 0.347 Eh
- E_tot: -271.643644 hartree
- Total charge: 0
- Largest force on an atom: 0.62 eV/Å
- Molar mass: 86.134 g mol⁻¹
- Spin multiplicity: 1
- Lowest unoccupied orbital energy: 1.06 eV
- Energy above the lowest of the compared OMol25 structures with the same formula, charge and spin: 68.38 kcal/mol



Entry 2:
The following is a quantum chemistry calculation of C4H6N2O in the gas phase in a non-equilibrium geometry, from the Open Molecules 2025 dataset.

```
13
Properties=species:S:1:pos:R:3:forces:R:3
C 0.08443 -0.94721 2.15884 -0.52 -0.21 0.46
C 0.55231 -0.21616 0.98018 0.46 0.17 -0.02
N 1.61823 0.38393 0.80281 0.85 -0.51 -0.03
O 0.65802 1.96125 -0.88301 -0.01 0.87 -0.18
C 0.07417 0.95203 -1.20685 0.06 1.01 0.02
N -0.59326 0.90113 -2.39695 -0.39 -0.26 -0.46
C 0.06275 -0.23962 -0.37728 -0.42 -0.60 -0.26
H 0.78476 -0.89141 2.99240 -0.07 0.12 -0.13
H -0.87439 -0.51586 2.41886 -0.30 -0.10 0.40
H -0.06991 -1.98918 1.88839 -0.07 -0.12 0.03
H -1.32211 0.23259 -2.53641 -0.18 -0.34 -0.04
H -0.73503 1.78300 -2.86604 0.18 -0.02 0.17
H -0.22526 -1.18999 -0.82576 0.40 0.00 0.03
```
Positions in Å, forces in eV/Å.

- Orbital gap (spin up / spin down): 0.296 / 0.320 Eh
- E_tot: -340.662674 hartree
- Total charge: 0
- Largest force on an atom: 1.01 eV/Å
- Molar mass: 98.105 g mol⁻¹
- Spin multiplicity: 1
- Lowest unoccupied orbital energy (spin up / spin down): -0.87 / -0.06 eV
- Energy above the lowest of the compared OMol25 structures with the same formula, charge and spin: 82.98 kcal/mol



Entry 3:
The following is a quantum chemistry calculation of a 2-piece molecular cluster, CH2IPS overall in a non-equilibrium geometry, from the Open Molecules 2025 dataset.

```
6
Properties=species:S:1:pos:R:3:forces:R:3
C 0.18972 0.46846 -0.48361 1.08 0.11 2.29
P -0.27846 -1.10958 0.21209 -0.27 1.72 -0.01
S 0.92555 1.76784 1.76707 -0.61 -0.96 -1.78
I 1.33539 0.86678 -2.06589 -0.18 -0.08 -0.43
H -0.91303 -0.33419 1.28320 -0.34 -1.26 -0.71
H -1.25917 -1.65930 -0.71287 0.32 0.47 0.63
```
Positions in Å, forces in eV/Å.

- Orbital gap (spin up / spin down): 0.237 / 0.217 Eh
- E_tot: -1076.291008 hartree
- Total charge: 0
- Largest force on an atom: 2.54 eV/Å
- Molar mass: 203.972 g mol⁻¹
- Spin multiplicity: 1
- Lowest unoccupied orbital energy (spin up / spin down): -2.09 / -2.32 eV
- Energy above the lowest of the compared OMol25 structures with the same formula, charge and spin: 132.30 kcal/mol



Entry 4:
The following is a quantum chemistry calculation of C5H7NO2S2 in the gas phase in a non-equilibrium geometry, from the Open Molecules 2025 dataset.

```
17
Properties=species:S:1:pos:R:3:forces:R:3
C 2.18924 -1.60588 0.56675 -1.98 0.56 -3.48
N 1.09700 -0.68955 -0.02385 0.51 -0.62 1.24
C 0.93656 -0.56950 -1.39832 0.71 -1.63 -0.68
O 1.50999 -1.30095 -2.17847 -0.02 0.65 0.39
S -0.21048 0.60844 -1.95635 -0.26 0.77 0.63
C -0.85533 0.94506 -0.28899 2.44 -0.88 2.19
C -2.30099 0.59680 -0.21292 -1.31 2.92 -1.85
S -0.57880 2.66834 0.26608 0.03 0.32 0.09
C 0.22511 -0.00701 0.77817 -2.24 1.88 -1.22
O 0.11750 0.07808 1.97748 0.50 -0.63 -1.31
H 2.81182 -1.88330 -0.30365 -0.23 0.14 0.66
H 2.65923 -0.98769 1.23490 1.42 1.01 1.85
H 1.71715 -2.46276 0.98313 -0.24 -0.59 0.50
H -2.80038 1.63024 -0.80711 0.81 -3.28 1.81
H -2.66100 0.53503 0.81932 -0.07 -0.03 -0.34
H -2.46004 -0.28285 -0.83248 -0.52 -0.11 0.33
H -1.39659 2.72750 1.37634 0.48 -0.49 -0.81
```
Positions in Å, forces in eV/Å.

- Orbital gap: 0.365 Eh
- E_tot: -1196.319385 hartree
- Total charge: 0
- Largest force on an atom: 4.05 eV/Å
- SMILES: CN1C(=O)S[C@](C)(S)C1=O
- Molar mass: 177.250 g mol⁻¹
- Spin multiplicity: 1
- Lowest unoccupied orbital energy: 0.56 eV
- Energy above the lowest of the compared OMol25 structures with the same formula, charge and spin: 0.00 kcal/mol



Entry 5:
The following is a quantum chemistry calculation of C5H7N in the gas phase in a non-equilibrium geometry, from the Open Molecules 2025 dataset.

```
13
Properties=species:S:1:pos:R:3:forces:R:3
C 1.18069 -0.02702 -0.63862 0.11 0.07 -0.23
C 0.58410 1.15446 -0.49826 0.07 -0.34 -0.24
C -0.64591 1.07196 0.34037 0.35 -1.32 0.78
N -1.77568 0.11503 0.03884 0.20 0.85 -0.41
C -0.68649 -0.42579 0.78474 0.46 0.69 0.40
C 0.44357 -1.15279 0.04635 0.06 0.16 0.08
H 2.09165 -0.18466 -1.19665 0.06 -0.05 -0.11
H 1.00609 2.09705 -0.84551 -0.28 -0.22 -0.07
H -0.74014 1.96449 0.99644 -0.92 -1.04 -0.33
H -1.78271 -0.27978 -0.90513 0.16 0.65 0.05
H -0.90080 -0.73293 1.80754 -0.04 0.13 -0.17
H 1.07973 -1.71147 0.74343 -0.02 0.19 -0.07
H 0.11145 -1.89221 -0.70503 -0.20 0.23 0.33
```
Positions in Å, forces in eV/Å.

- Orbital gap: 0.366 Eh
- E_tot: -249.401629 hartree
- Total charge: 0
- Largest force on an atom: 1.57 eV/Å
- SMILES: C1=C[C@H]2N[C@H]2C1
- Molar mass: 81.118 g mol⁻¹
- Spin multiplicity: 1
- Lowest unoccupied orbital energy: 1.16 eV
- Energy above the lowest of the compared OMol25 structures with the same formula, charge and spin: 44.94 kcal/mol



Entry 6:
The following is a quantum chemistry calculation of C20H29ClN4O2 in the gas phase, from the Open Molecules 2025 dataset.

```
56
Properties=species:S:1:pos:R:3:forces:R:3
C -4.18788 -4.49067 -0.54969 0.00 0.24 -0.15
C -3.75223 -3.22871 -1.28552 0.00 -0.18 0.06
N -2.69268 -2.52784 -0.58042 -0.03 0.05 -0.09
C -2.01089 -1.56901 -1.42541 0.29 0.01 0.05
C -0.80774 -0.97301 -0.68792 -0.11 0.01 -0.58
N -1.25474 -0.33464 0.52455 -0.28 -0.40 0.00
C -1.02012 0.90898 0.98923 -0.01 0.21 -0.15
O -1.53249 1.30222 2.02104 -0.03 0.18 0.21
C -0.19801 1.89217 0.12056 0.12 0.13 0.39
N 1.01265 1.26206 -0.39914 -0.07 0.27 -0.24
C 1.80631 0.48308 0.40226 0.29 0.05 -0.43
O 1.44154 0.02320 1.45944 -0.04 -0.03 0.39
N 3.03686 0.23883 -0.17546 0.13 0.23 -0.43
C 4.06406 -0.56670 0.29340 0.18 -0.15 0.13
C 4.00646 -1.26667 1.49668 -0.13 0.00 0.11
C 5.07006 -2.04928 1.90477 0.07 0.01 -0.09
C 6.21190 -2.15345 1.12928 0.07 -0.02 -0.02
C 6.28980 -1.46544 -0.06982 -0.03 -0.03 0.07
C 5.22646 -0.68452 -0.47651 -0.02 -0.03 0.07
Cl 5.34464 0.17313 -1.98981 0.03 0.04 -0.08
C -1.08070 2.34575 -1.06019 -0.20 -0.01 0.06
C -1.94525 3.53120 -0.64362 0.06 0.03 -0.16
C -1.07942 4.77217 -0.40328 0.02 -0.04 -0.01
C 0.29425 4.38146 0.15486 -0.05 -0.06 0.10
C 0.18725 3.11047 0.98634 -0.02 0.09 0.10
C -1.96763 -1.26974 1.37259 -0.38 0.08 0.25
C -3.15679 -1.85881 0.62250 0.22 -0.08 0.19
H -3.31334 -5.07694 -0.28208 0.08 -0.09 0.03
H -4.82893 -5.08690 -1.19407 -0.11 -0.09 0.00
H -4.74128 -4.25630 0.35528 -0.07 -0.04 0.10
H -4.62645 -2.57504 -1.45860 0.07 0.00 -0.06
H -3.35431 -3.51720 -2.26239 -0.05 0.07 0.01
H -1.65596 -2.08042 -2.32371 -0.02 0.03 0.01
H -2.68791 -0.74980 -1.73805 0.05 -0.03 -0.01
H -0.29389 -0.27149 -1.34008 -0.09 -0.14 0.09
H -0.11757 -1.78454 -0.42601 0.04 0.04 -0.07
H 1.46550 1.79040 -1.13191 -0.01 -0.08 0.06
H 3.23746 0.66220 -1.07351 -0.18 -0.07 0.22
H 3.11760 -1.18139 2.09900 0.00 -0.01 0.02
H 5.00319 -2.58230 2.84067 -0.02 -0.04 0.09
H 7.04122 -2.76417 1.44979 0.08 -0.06 0.03
H 7.17151 -1.53290 -0.68833 0.04 0.03 -0.08
H -1.71689 1.52556 -1.39365 0.09 -0.05 -0.09
H -0.44723 2.63793 -1.90264 0.06 -0.02 -0.06
H -2.47975 3.26247 0.26807 -0.09 -0.01 0.01
H -2.68772 3.73906 -1.41608 -0.05 -0.05 0.07
H -1.59046 5.43310 0.29742 0.00 0.07 -0.01
H -0.94867 5.32286 -1.33735 -0.05 0.05 0.01
H 0.68948 5.18994 0.77121 0.10 -0.01 -0.07
H 1.00267 4.22774 -0.66399 0.09 0.06 -0.04
H -0.56781 3.23658 1.76230 0.07 0.01 -0.02
H 1.13175 2.89244 1.48846 -0.06 -0.04 0.05
H -2.29597 -0.73417 2.26320 0.05 -0.13 -0.10
H -1.28279 -2.07432 1.66013 -0.02 -0.01 0.02
H -3.65371 -2.58519 1.26512 -0.04 0.04 0.02
H -3.87540 -1.05348 0.38112 0.01 -0.04 0.03
```
Positions in Å, forces in eV/Å.

- Orbital gap: 0.328 Eh
- E_tot: -1609.262377 hartree
- Total charge: 0
- Largest force on an atom: 0.59 eV/Å
- SMILES: CCN1CCN(C(=O)C2(NC(=O)Nc3ccccc3Cl)CCCCC2)CC1
- Molar mass: 392.931 g mol⁻¹
- Spin multiplicity: 1
- Lowest unoccupied orbital energy: 0.39 eV
- Energy above the lowest of the compared OMol25 structures with the same formula, charge and spin: 5.09 kcal/mol



Entry 7:
The following is a quantum chemistry calculation of C8H24ClMgO4 as an isolated structure in a non-equilibrium geometry, from the Open Molecules 2025 dataset.

```
38
Properties=species:S:1:pos:R:3:forces:R:3
Mg 0.13072 -0.27672 -0.11265 -1.52 1.74 -1.19
Cl 1.06830 -1.37320 1.55703 0.89 -1.09 1.64
C -3.48868 -2.31843 -1.20011 1.63 0.14 -0.02
C -2.08614 -2.46389 -0.52230 -2.55 -2.23 1.59
O -1.14954 -1.55769 -0.97095 1.33 1.75 -1.74
H -3.31216 -2.53864 -2.25293 -0.24 0.17 -0.26
H -3.84162 -1.29223 -1.09779 -0.21 -0.08 0.00
H -4.24469 -3.03603 -0.88137 0.28 0.10 0.38
H -1.67989 -3.46117 -0.69111 -0.21 -0.16 0.03
H -2.11415 -2.30861 0.55621 -0.31 -0.13 0.06
H -1.25391 -1.52945 -1.92485 0.11 0.16 -0.49
C 1.96999 2.41425 1.87132 0.61 -0.22 0.35
C 2.08491 2.25842 0.35283 0.12 2.31 0.65
O 0.86586 1.64500 -0.16673 0.42 -0.65 -0.06
H 1.14378 3.02252 2.23936 -0.60 -0.48 -0.54
H 2.76421 2.93965 2.40167 0.73 0.09 -0.85
H 2.03713 1.44150 2.35851 -0.53 -0.18 0.06
H 3.02986 1.88097 -0.03794 -0.31 -1.06 0.38
H 2.09550 3.23033 -0.14052 -0.11 0.37 0.39
H 0.61432 2.22031 -0.89292 -0.41 -0.07 -0.16
C -2.31801 -0.26861 3.07920 1.70 1.04 -0.07
C -1.68027 0.83921 2.17377 -0.51 -0.08 0.67
O -1.65649 0.43528 0.80952 0.29 -0.51 -1.00
H -2.45424 0.18238 4.06212 -0.48 -0.18 -0.01
H -1.54819 -1.02431 3.23543 0.08 -0.28 -0.01
H -3.19436 -0.79882 2.70639 -0.16 0.60 -0.10
H -0.63122 1.06870 2.36065 0.01 -0.22 0.76
H -2.17648 1.80971 2.17245 -0.29 -0.12 0.51
H -2.56847 0.51171 0.51958 -0.07 -0.28 -0.61
C 2.89472 0.35083 -3.01981 -0.54 0.46 -2.51
C 2.83185 -0.46781 -1.80402 1.44 0.06 0.02
O 1.42964 -0.76748 -1.52985 0.15 0.10 0.83
H 2.04023 1.02344 -2.94527 -0.10 0.17 -0.29
H 2.81130 -0.21463 -3.94793 -0.27 -0.06 -0.06
H 3.74290 1.01278 -3.19447 0.35 -0.32 0.62
H 3.35009 0.23579 -1.15249 -0.97 -0.73 1.51
H 3.36657 -1.41757 -1.79195 0.03 0.15 -0.18
H 1.12666 -1.40748 -2.17809 0.23 -0.30 -0.25
```
Positions in Å, forces in eV/Å.

- Orbital gap (spin up / spin down): 0.438 / 0.196 Eh
- E_tot: -1279.858951 hartree
- Total charge: +2
- Largest force on an atom: 3.74 eV/Å
- Molar mass: 244.034 g mol⁻¹
- Spin multiplicity: 2
- Lowest unoccupied orbital energy (spin up / spin down): -6.18 / -12.74 eV



Entry 8:
The following is a quantum chemistry calculation of C4H9NO2 in the gas phase, from the Open Molecules 2025 dataset.

```
16
Properties=species:S:1:pos:R:3:forces:R:3
C -2.36088 0.52795 -0.20371 -0.12 0.17 -0.04
N -1.81276 -0.62304 0.50318 0.06 -0.13 -0.08
C -0.56023 -0.34916 1.17012 0.06 0.04 0.08
C 0.60895 -0.28950 0.19166 -0.11 -0.21 -0.37
O 0.53396 -0.73122 -0.93332 0.04 0.18 0.39
O 1.73181 0.24614 0.68909 -0.20 -0.04 -0.02
C 2.81627 0.25459 -0.24957 0.22 0.02 -0.12
H -2.48348 1.35883 0.49997 0.00 -0.12 -0.08
H -3.35501 0.27247 -0.58430 0.17 0.05 0.03
H -1.74686 0.87889 -1.04892 -0.03 -0.06 0.15
H -1.62435 -1.35108 -0.18236 -0.16 0.02 0.14
H -0.34340 -1.15070 1.88973 0.06 0.12 -0.12
H -0.63772 0.57552 1.75205 0.12 -0.09 -0.13
H 3.64766 0.76081 0.24009 -0.16 -0.07 -0.01
H 2.51850 0.78502 -1.15683 0.09 -0.05 0.12
H 3.09247 -0.76783 -0.52042 -0.03 0.15 0.06
```
Positions in Å, forces in eV/Å.

- Orbital gap: 0.368 Eh
- E_tot: -363.041768 hartree
- Total charge: 0
- Largest force on an atom: 0.44 eV/Å
- SMILES: CNCC(=O)OC
- Molar mass: 103.121 g mol⁻¹
- Spin multiplicity: 1
- Lowest unoccupied orbital energy: 0.91 eV
- Energy above the lowest of the compared OMol25 structures with the same formula, charge and spin: 27.46 kcal/mol



What did the eighth record say?
The following is a quantum chemistry calculation of C4H9NO2 in the gas phase, from the Open Molecules 2025 dataset.

```
16
Properties=species:S:1:pos:R:3:forces:R:3
C -2.36088 0.52795 -0.20371 -0.12 0.17 -0.04
N -1.81276 -0.62304 0.50318 0.06 -0.13 -0.08
C -0.56023 -0.34916 1.17012 0.06 0.04 0.08
C 0.60895 -0.28950 0.19166 -0.11 -0.21 -0.37
O 0.53396 -0.73122 -0.93332 0.04 0.18 0.39
O 1.73181 0.24614 0.68909 -0.20 -0.04 -0.02
C 2.81627 0.25459 -0.24957 0.22 0.02 -0.12
H -2.48348 1.35883 0.49997 0.00 -0.12 -0.08
H -3.35501 0.27247 -0.58430 0.17 0.05 0.03
H -1.74686 0.87889 -1.04892 -0.03 -0.06 0.15
H -1.62435 -1.35108 -0.18236 -0.16 0.02 0.14
H -0.34340 -1.15070 1.88973 0.06 0.12 -0.12
H -0.63772 0.57552 1.75205 0.12 -0.09 -0.13
H 3.64766 0.76081 0.24009 -0.16 -0.07 -0.01
H 2.51850 0.78502 -1.15683 0.09 -0.05 0.12
H 3.09247 -0.76783 -0.52042 -0.03 0.15 0.06
```
Positions in Å, forces in eV/Å.

- Orbital gap: 0.368 Eh
- E_tot: -363.041768 hartree
- Total charge: 0
- Largest force on an atom: 0.44 eV/Å
- SMILES: CNCC(=O)OC
- Molar mass: 103.121 g mol⁻¹
- Spin multiplicity: 1
- Lowest unoccupied orbital energy: 0.91 eV
- Energy above the lowest of the compared OMol25 structures with the same formula, charge and spin: 27.46 kcal/mol



> molar mass of number 3 (CH2IPS)?

203.972 g mol⁻¹